{
  "formula": "C17H22N2O2S",
  "method": "ωB97M-V/def2-TZVPD",
  "symbols": ["H", "H", "H", "C", "C", "H", "C", "H", "H", "O", "H", "N", "H", "C", "C", "C", "C", "H", "H", "O", "C", "H", "H", "H", "H", "C", "H", "C", "C", "H", "H", "C", "S", "H", "H", "H", "C", "C", "H", "H", "C", "C", "N", "C"],
  "xyz": [[-2.13612, 1.35595, 3.00341], [4.14758, -0.79899, 5.34270], [5.03307, 0.27855, 4.25369], [-2.53268, 0.23309, 1.15376], [1.41303, -0.90329, 0.69032], [3.84138, -2.44644, 3.49976], [-1.60525, -0.62201, -2.28936], [5.10468, -0.41936, -0.25280], [-2.86006, -1.51601, -0.80633], [0.76594, 0.87749, -2.30708], [5.56213, -2.08091, 3.73501], [-4.03771, -0.30708, -1.96359], [-0.38772, -1.72762, -0.97449], [4.06319, -0.54964, -0.00493], [2.40383, -1.18156, 1.61548], [3.07146, -0.25683, -0.91185], [-2.12879, 1.34236, 1.92799], [0.37885, -1.00929, 0.98927], [-5.25850, 0.08385, -0.25616], [4.80536, -1.28830, 2.07500], [3.74353, -1.01867, 1.27326], [-2.88157, -0.69276, 1.57881], [-5.06978, 0.95826, -3.22783], [-3.32446, 1.21412, -3.20486], [3.31405, -0.01190, 3.99401], [0.67924, -0.08655, -1.57256], [3.31551, 0.12255, -1.89214], [-4.18929, 0.99274, -2.58647], [-2.43394, 0.44905, -0.18895], [-4.32283, 1.80684, -1.86022], [-5.08680, -1.62118, -0.73510], [4.24738, -0.47037, 4.31182], [-1.83334, 2.04028, -0.51694], [-1.37341, 3.34824, 1.47564], [-6.08048, -0.52932, -1.70670], [-1.84128, -1.38318, -3.03927], [4.60204, -1.65960, 3.42383], [-2.76656, -0.52833, -1.28187], [-1.42952, 0.33254, -2.78893], [2.11385, -1.52239, 2.59708], [-5.17137, -0.60253, -1.11183], [1.73101, -0.44812, -0.58270], [-0.38021, -0.93638, -1.59801], [-1.72710, 2.38678, 1.16036]],
  "homo_energy_ev": -8.56,
  "lumo_energy_ha": 0.025,
  "charge": 0,
  "max_force_ev_per_a": 0.594,
  "e_above_lowest_kj_mol": 234.9,
  "orbital_gap_ev": 9.249
}